DFT (wB97M-V/def2-TZVPD) results for C25H28Al2Cl2F11IN2O16PS3 as an isolated structure at a distorted geometry.

```
91
Properties=species:S:1:pos:R:3:mulliken_charge:R:1
O -2.9091 -4.7278 -1.0018 -0.549
C -1.7278 -4.5223 -0.9547 0.238
C -0.8960 -4.8457 0.2374 0.356
C -1.4400 -4.9423 1.5088 -0.767
C -0.6103 -5.2412 2.5700 -0.636
C 0.7578 -5.4153 2.4129 -0.503
C 1.3135 -5.3248 1.1454 -0.895
C 0.4649 -5.0581 0.0861 0.759
C 1.0527 -5.0045 -1.2901 -0.421
O 1.9792 -5.7312 -1.5680 -0.592
C 0.4017 -4.0723 -2.2574 0.981
C -0.9697 -3.8625 -2.1022 0.359
C -1.6117 -3.0391 -3.0108 -0.300
C -0.9224 -2.4172 -4.0345 -0.739
S -1.7836 -1.3751 -5.2001 -0.210
C 0.4428 -2.5886 -4.1634 -0.775
C 1.1032 -3.4277 -3.2758 0.958
P 2.9109 -3.6711 -3.4066 -0.006
O 3.1310 -4.0564 -5.0004 -0.459
I 3.7892 -1.3390 -3.1385 -0.134
H -2.5008 -4.7974 1.6616 0.497
H -0.9977 -5.3512 3.5754 0.397
H 1.4137 -5.6393 3.2435 0.415
H 2.3688 -5.4572 0.9530 0.503
H -2.6804 -2.8926 -2.9098 0.249
H -2.4166 -2.2804 -5.9702 0.150
H 0.9881 -2.0774 -4.9448 0.770
H 4.0891 -4.1247 -5.1036 0.307
F -1.0101 0.7419 0.6489 -0.207
Al -1.6995 -0.8023 0.2301 0.420
F -0.4201 -1.8706 -0.0893 -0.190
F -2.6640 -0.6403 -1.1409 -0.326
F -2.6111 -1.3737 1.5157 -0.365
Al 0.9977 1.0256 -0.3465 0.453
O -1.6071 3.9672 1.5019 -0.590
H -1.3503 3.0505 1.3459 0.233
H -0.7849 4.4624 1.4243 0.291
C 8.9937 -1.0115 -3.8047 -1.103
C 8.0265 -0.7952 -2.6646 0.831
O 7.3051 -1.6790 -2.2719 -0.508
C 8.0021 0.5791 -2.0372 -1.051
H 8.9076 -2.0360 -4.1599 0.291
H 8.7613 -0.3322 -4.6266 0.304
H 10.0165 -0.8403 -3.4654 0.338
H 7.7276 1.3260 -2.7844 0.282
H 8.9822 0.8189 -1.6221 0.364
H 7.2669 0.5954 -1.2355 0.265
O 0.2489 -4.0637 -6.7227 -0.595
H 1.1622 -4.0179 -6.3892 0.295
C -3.3120 6.6321 2.5833 -0.399
N -2.3218 7.5090 3.2650 0.928
O -2.4618 7.7146 4.4433 -0.470
O -1.4262 7.9611 2.5665 -0.603
H -4.0459 6.3006 3.3086 0.206
H -3.7775 7.2221 1.7987 0.298
H -2.7635 5.7921 2.1688 0.077
C 3.6656 4.1513 -3.9643 -0.392
C 2.2971 3.9569 -4.5689 0.287
O 1.8618 2.7564 -3.9255 -0.184
C 2.4706 2.7225 -2.7388 0.628
O 2.1325 1.9977 -1.8314 -0.347
O 3.4855 3.5761 -2.6573 -0.293
F 2.3597 3.7520 -5.8967 -0.263
H 4.4368 3.5979 -4.5002 0.278
H 3.9585 5.1948 -3.8982 0.287
H 1.5866 4.7575 -4.3590 0.292
C -6.4353 -4.3475 -1.7981 -0.199
Cl -5.6397 -3.0136 -2.6330 -0.143
Cl -8.1982 -4.1803 -1.8184 -0.184
H -6.1689 -5.2748 -2.2907 0.266
H -6.0973 -4.3607 -0.7688 0.244
C -5.3257 6.1364 10.9941 0.660
F -5.4246 6.3798 12.3052 -0.225
F -6.0900 5.0694 10.7226 -0.242
F -5.8671 7.1785 10.3480 -0.242
S -3.5747 5.8635 10.5025 0.972
O -3.1688 4.7039 11.2457 -0.647
O -2.9099 7.0903 10.8409 -0.646
N -3.8586 5.6321 8.9624 -0.270
S -2.6126 5.3594 8.0233 0.946
O -1.9546 4.0960 8.2053 -0.654
O -1.7556 6.4835 7.7787 -0.631
C -3.5726 5.1587 6.4670 0.701
F -4.2749 6.2599 6.1646 -0.244
F -4.4532 4.1511 6.5512 -0.259
F -2.7710 4.8952 5.4272 -0.207
C 0.6587 -6.5904 -5.6867 -0.039
O 1.5222 -6.8185 -6.5719 -0.324
H -0.2061 -5.7808 -6.0501 0.337
H 0.0500 -7.4470 -5.3130 0.361
H 0.9907 -6.0607 -4.7692 -0.045
```

The energy comes out at -180147.746 eV. The value obtained for the LUMO energy is -2.83 eV. The total charge is -1. For the HOMO energy, the calculation gives -6.25 eV.

=====

DFT (wB97M-V/def2-TZVPD) results for C4H3LiLuO2 as an isolated structure at a distorted geometry.

```
11
Properties=species:S:1:pos:R:3:mulliken_charge:R:1
Lu 0.1500 -2.6845 -1.8815 1.292
O -0.3156 -1.0495 -0.3498 -0.587
C 0.3794 -0.0230 0.1748 -0.389
H 1.4303 -1.1667 1.6722 0.275
H 0.3827 0.8964 -0.4272 0.632
C 1.3895 0.9792 2.1250 -0.689
C 1.2182 -0.1762 1.2523 -0.081
C 0.3794 1.8605 2.0548 0.654
O -0.6319 2.4208 2.2594 -0.339
Li -2.0212 -0.4117 0.0007 0.889
H 2.3645 1.3484 2.4495 0.344
```

As for the spin multiplicity: 2. As for the relative energy (zero: lowest compared OMol25 entry of this formula, charge and spin): 0.0 kcal/mol. The energy comes out at -42096.464 eV. The value obtained for the LUMO energy (spin up / spin down) is -9.42 / -10.80 eV. The expectation value of S² is 0.7505. The total charge is +2. For the HOMO energy (spin up / spin down), the calculation gives -14.89 / -14.88 eV.

=====

DFT (wB97M-V/def2-TZVPD) results for an isolated ion of composition C5H7N2 and charge +1 at a distorted geometry.

```
14
Properties=species:S:1:pos:R:3:mulliken_charge:R:1
C -3.0257 0.0607 -0.3446 -0.988
C -1.9512 0.6960 -0.1984 0.826
N -1.0153 1.4378 -0.2204 -0.177
C 0.2370 1.5386 0.0661 0.202
N 1.1556 0.5792 0.2682 -0.172
C 1.0737 -0.8642 0.1310 0.245
C 2.2496 -1.5032 0.1231 -0.842
H -4.0262 0.4260 -0.2690 0.305
H -3.0414 -0.9939 -0.4814 0.259
H 0.5999 2.6267 0.3002 0.325
H 2.1931 0.8476 0.1362 0.290
H 0.0304 -1.1063 0.2210 0.229
H 3.2610 -1.1202 0.1260 0.263
H 2.2597 -2.6248 0.1420 0.234
```

As for the relative energy (zero: lowest compared OMol25 entry of this formula, charge and spin): 98.4 kcal/mol. Its SMILES is C=C=[N+]=CNC=C. The energy comes out at -8268.511 eV. The value obtained for the LUMO energy is -4.80 eV. The total charge is +1. For the HOMO energy, the calculation gives -13.61 eV.

=====

DFT (wB97M-V/def2-TZVPD) results for a 6-piece molecular cluster, C10H34BO10 overall at a distorted geometry.

```
55
Properties=species:S:1:pos:R:3:mulliken_charge:R:1
B 0.2638 0.0667 -0.3414 0.395
H 0.2236 0.8475 -1.1796 0.158
H 0.9393 0.4773 0.4807 -0.133
H -0.7804 -0.0659 0.1284 -0.158
H 0.6227 -0.9444 -0.7508 -0.032
C -2.3525 2.0685 -2.7198 -0.380
C -1.9913 0.7751 -3.4694 -0.303
O -0.6531 0.3102 -3.3195 -0.554
O -2.4304 1.8606 -1.3188 -0.546
H -3.3657 2.3485 -3.0217 0.369
H -1.6778 2.8990 -2.9493 0.237
H -2.2458 0.8805 -4.5254 0.361
H -2.6522 -0.0009 -3.0640 0.167
H -0.4473 0.1454 -2.3686 0.628
H -1.5488 1.5769 -1.0307 0.412
C 3.9532 0.8946 -1.4420 -0.370
C 3.3526 -0.2710 -2.2646 -0.462
O 2.9207 -1.3575 -1.4800 -0.597
O 3.0083 1.6315 -0.6862 -0.553
H 4.4705 1.6164 -2.0811 0.390
H 4.7941 0.4895 -0.8641 0.234
H 4.1279 -0.5685 -2.9753 0.389
H 2.5362 0.1036 -2.8914 0.169
H 2.0625 -1.1563 -1.0635 0.375
H 2.3549 1.0261 -0.3084 0.175
C 0.1041 3.1086 1.5602 -0.050
C 0.0904 4.3870 2.3682 -0.579
O 1.3218 5.0743 2.1936 -0.508
O 1.0949 2.1904 1.9615 -0.679
H 0.0656 3.3062 0.4835 0.212
H -0.8582 2.5936 1.7002 0.215
H -0.0779 4.1779 3.4299 0.330
H -0.7741 4.9727 2.0352 0.318
H 1.3143 5.8490 2.7618 0.283
H 1.1261 1.4587 1.3034 -0.531
C -3.3174 -1.9810 -0.3454 -0.342
C -3.4468 -2.4387 1.1050 -0.648
O -2.8464 -1.5646 2.0333 -0.487
O -1.9805 -2.1955 -0.7869 -0.599
H -3.4607 -0.8972 -0.4227 0.201
H -4.0837 -2.4658 -0.9517 0.382
H -2.9855 -3.4246 1.1869 0.275
H -4.4929 -2.6140 1.3967 0.376
H -3.2249 -0.6866 1.9305 0.293
H -1.4908 -1.3831 -0.5816 0.295
C 1.2819 -3.9776 2.7766 -0.692
C 0.8211 -2.7363 2.0464 0.031
O 1.8737 -2.1451 1.2818 -0.625
O 1.5508 -5.0400 1.8894 -0.545
H 0.4754 -4.2413 3.4643 0.351
H 2.1727 -3.7982 3.3902 0.312
H 0.5226 -1.9706 2.7745 0.225
H -0.0268 -2.9438 1.3874 0.116
H 1.4329 -1.4611 0.7535 0.376
H 2.3334 -4.8066 1.3808 0.322
```

As for the relative energy (zero: lowest compared OMol25 entry of this formula, charge and spin): 18.1 kcal/mol. The energy comes out at -32070.701 eV. The value obtained for the LUMO energy is 2.89 eV. The total charge is -1. For the HOMO energy, the calculation gives -6.61 eV.

=====

DFT (wB97M-V/def2-TZVPD) results for a 5-piece molecular cluster, C18H31N2O21S4 overall at a distorted geometry.

```
76
Properties=species:S:1:pos:R:3:mulliken_charge:R:1
C -1.6536 3.1797 4.2900 -1.110
C -0.6426 2.5277 3.3109 -0.410
O -1.3337 2.0166 2.1785 -0.195
C -0.6923 2.2422 0.9517 -0.673
C -0.1745 0.9301 0.3268 -0.159
O -0.0224 1.1727 -1.0702 -0.316
C -0.0328 -0.0248 -1.8315 -0.817
C 1.3911 -0.5335 -1.8548 0.466
C 2.3431 0.0852 -2.6614 -0.488
C 3.6236 -0.3548 -2.6520 -0.728
N 4.0180 -1.3737 -1.8864 0.524
O 5.3500 -1.6702 -1.9778 -0.300
N 5.7347 -2.9421 -1.2778 0.177
O 5.5734 -3.8255 -1.9816 -0.034
C 3.1194 -2.0031 -1.1283 0.114
C 1.8018 -1.6173 -1.0880 0.232
O 0.9334 -2.3064 -0.2941 -0.481
H -1.4855 2.8363 5.3150 0.375
H -1.5484 4.2663 4.3182 0.440
H -2.6844 2.9029 4.0439 0.272
H -0.1591 1.7232 3.8715 0.180
H 0.0958 3.3065 3.0864 0.424
H -1.4601 2.6050 0.2489 0.282
H 0.0877 3.0128 0.9677 0.299
H -0.9257 0.1526 0.5146 0.264
H 0.7652 0.6600 0.8365 0.110
H -0.7190 -0.7609 -1.4014 0.534
H -0.3335 0.2708 -2.8365 -0.014
H 2.0499 0.9145 -3.2980 0.548
H 4.3581 0.1290 -3.2884 0.474
H 3.4102 -2.8341 -0.4923 0.574
H 0.9199 -3.2139 -0.6311 0.374
C 4.9546 -4.6711 -5.6334 -0.348
C 4.1994 -3.4361 -5.1894 -0.087
O 3.5670 -2.9461 -6.3689 -0.310
S 3.1814 -4.1881 -7.3216 1.109
O 1.8186 -4.5119 -7.0967 -0.539
O 3.6981 -3.9377 -8.6106 -0.532
O 4.0905 -5.2937 -6.5894 -0.325
H 5.8901 -4.4083 -6.1314 0.335
H 5.1631 -5.3514 -4.8111 0.296
H 4.8500 -2.6736 -4.7660 0.258
H 3.4158 -3.6890 -4.4671 0.151
C -3.0272 6.6427 6.5818 -0.325
C -4.1218 6.5694 7.6232 -0.416
O -5.1226 5.7347 7.0322 -0.312
S -4.4221 4.6343 6.0937 1.141
O -4.2959 3.4285 6.8269 -0.525
O -5.0301 4.6850 4.8160 -0.557
O -2.9752 5.3296 6.0129 -0.228
H -3.2791 7.3496 5.7883 0.289
H -2.0639 6.9081 7.0102 0.325
H -4.5335 7.5452 7.8667 0.323
H -3.7705 6.0851 8.5372 0.288
C -3.1027 -2.1925 5.7777 -0.402
C -3.7061 -1.4932 4.5786 -0.329
O -3.0268 -0.2352 4.5179 -0.242
S -1.5241 -0.4102 5.0448 1.095
O -0.6681 -0.5757 3.9238 -0.502
O -1.2858 0.5569 6.0487 -0.547
O -1.7122 -1.8463 5.7393 -0.305
H -3.5235 -1.8165 6.7122 0.304
H -3.2258 -3.2717 5.7345 0.309
H -4.7777 -1.3434 4.6767 0.323
H -3.4984 -2.0373 3.6539 0.273
C -0.2108 -2.0851 -6.9937 -0.321
C -0.2040 -2.5321 -5.5490 -0.310
O 0.0561 -1.3294 -4.8020 -0.124
S -0.6034 -0.0719 -5.5752 1.125
O -1.8578 0.2119 -4.9839 -0.541
O 0.4008 0.9174 -5.7324 -0.565
O -0.8496 -0.7996 -6.9757 -0.332
H 0.8035 -1.9580 -7.3769 0.239
H -0.7563 -2.7697 -7.6372 0.357
H 0.5585 -3.2812 -5.3492 0.262
H -1.1802 -2.9161 -5.2453 0.285
```

As for the relative energy (zero: lowest compared OMol25 entry of this formula, charge and spin): 0.0 kcal/mol. The energy comes out at -108470.572 eV. The value obtained for the LUMO energy is -5.58 eV. The total charge is +1. For the HOMO energy, the calculation gives -11.09 eV.

=====

DFT (wB97M-V/def2-TZVPD) results for one molecule with the formula C4H7NO2 at a distorted geometry.

```
14
Properties=species:S:1:pos:R:3:mulliken_charge:R:1
C 1.2489 1.5392 0.0907 -0.827
C 0.3543 0.5446 -0.1070 1.258
C -1.0498 0.8862 -0.0997 -0.428
N -2.1544 0.1946 0.0684 -0.319
O -1.9422 -1.0698 0.0793 -0.354
O 0.7559 -0.7364 -0.1577 -0.472
C 2.1330 -1.0446 0.0408 -0.750
H 0.7705 2.6182 0.1235 0.153
H 2.3953 1.6482 0.3768 0.221
H -1.2061 1.9675 -0.3574 0.228
H -0.9354 -1.3609 0.2015 0.433
H 2.1700 -2.1701 0.1534 0.229
H 2.4945 -0.3538 0.8739 0.297
H 2.7642 -0.8135 -0.7732 0.331
```

As for the relative energy (zero: lowest compared OMol25 entry of this formula, charge and spin): 116.1 kcal/mol. Its SMILES is C=C(/C=N\O)OC. The energy comes out at -9842.247 eV. The value obtained for the LUMO energy is 0.73 eV. For the HOMO energy, the calculation gives -8.59 eV.

=====

DFT (wB97M-V/def2-TZVPD) results for one molecule with the formula C3H10O3P2 at a distorted geometry.

```
18
Properties=species:S:1:pos:R:3:mulliken_charge:R:1
C 0.7476 1.9432 1.8448 -0.986
P 0.9363 1.5282 0.0143 0.654
O 0.0935 2.1330 -1.0085 -0.648
O 0.8944 -0.0801 0.0429 -0.320
P 0.0544 -1.4603 -0.4516 0.991
C -0.4174 -1.1325 -2.1962 -1.029
C -1.4310 -1.3178 0.6703 -0.918
O 0.9769 -2.5822 -0.2834 -0.699
H 1.5592 2.6520 2.0385 0.367
H -0.2083 2.4028 2.0379 0.312
H 0.8417 1.0971 2.5032 0.337
H 2.1966 1.7677 -0.3835 -0.011
H 0.4756 -1.4433 -2.7773 0.295
H -1.2350 -1.7674 -2.3766 0.388
H -0.5769 -0.1274 -2.4124 0.373
H -1.9966 -0.5386 0.2523 0.337
H -1.9629 -2.2310 0.8155 0.366
H -0.9485 -0.8432 1.6697 0.193
```

As for the relative energy (zero: lowest compared OMol25 entry of this formula, charge and spin): 24.8 kcal/mol. Its SMILES is C[P@H](=O)OP(C)(C)=O. The energy comes out at -27995.914 eV. The value obtained for the LUMO energy is 0.68 eV. For the HOMO energy, the calculation gives -10.47 eV.

=====

DFT (wB97M-V/def2-TZVPD) results for an isolated ion of composition C5H12N4O and charge +2 at a distorted geometry.

```
22
Properties=species:S:1:pos:R:3:mulliken_charge:R:1
C 1.8433 -1.5474 -0.6200 -0.796
C 0.5947 -1.1559 -0.6172 -0.067
C -0.7197 -1.8634 -0.3086 -0.923
N 0.4243 0.1493 -1.1734 0.428
O 0.9959 0.2268 -2.4519 -0.475
C -0.4186 1.1042 -0.8313 0.392
N -0.6430 2.0467 -1.7558 -0.372
N -0.7921 1.4601 0.4729 -0.160
C -0.1722 0.8917 1.5080 0.141
N -0.4080 1.3350 2.7205 -0.279
H 2.4895 -0.7813 -1.0229 0.356
H 2.2717 -2.4141 -0.3430 0.442
H -1.3589 -2.1262 -1.1889 0.286
H -1.2121 -1.2440 0.3655 0.270
H -0.6077 -2.7813 0.3005 0.399
H 1.3503 -0.6264 -2.7699 0.465
H -0.5177 1.6928 -2.7326 0.284
H -1.2086 2.8171 -1.6150 0.190
H -1.6082 2.0630 0.6288 0.326
H 0.5981 0.1489 1.2808 0.520
H 0.1202 0.9948 3.5051 0.290
H -1.1127 2.0659 3.0105 0.281
```

As for the relative energy (zero: lowest compared OMol25 entry of this formula, charge and spin): 75.1 kcal/mol. Its SMILES is C=C(C)N(O)C(=[NH2+])NC=[NH2+]. The energy comes out at -13367.916 eV. The value obtained for the LUMO energy is -8.76 eV. The total charge is +2. For the HOMO energy, the calculation gives -17.72 eV.